287
Properties=species:S:1:pos:R:3:forces:R:3 method="wB97M-V/def2-TZVPD" lumo_ev=0.43 energy_ha=-4647.054145 largest_force_ev_per_a=3.9 orbital_gap_ev=8.53 e_above_lowest_kj_mol=846.3 smiles=CC1(C)CCCC(C)(C)N1O.CC1(C)CCCC(C)(C)N1O.CC1(C)CCCC(C)(C)N1O.CC1(C)CCCC(C)(C)N1O.CC1(C)CCCC(C)(C)N1O.CC1(C)CCCC(C)(C)N1O.CC1(C)CCCC(C)(C)N1O.CC1(C)CCCC(C)(C)N1O.CC1(C)CCCC(C)(C)N1O.COC[C@H](C)N
C 1.3754 -1.0122 -5.5580 -0.91 0.34 0.54
C 2.4407 -0.3324 -4.7352 1.84 -0.41 -2.48
C 3.6325 -1.3225 -4.8289 -1.16 -0.81 0.88
O 4.7205 -0.8199 -4.1720 1.32 1.13 1.54
C 6.0223 -1.3465 -4.2916 -0.08 0.45 -1.36
N 2.8942 0.9032 -5.4199 -0.38 -0.28 1.14
H 0.5860 -0.3032 -5.8073 -0.17 0.00 0.00
H 0.9573 -1.7603 -4.8845 -0.29 -0.44 -0.44
H 1.7411 -1.4391 -6.4919 0.10 -0.06 0.16
H 2.1231 -0.2681 -3.6944 0.07 0.40 0.21
H 3.8931 -1.6649 -5.8304 -0.22 0.42 -0.41
H 3.2476 -2.1882 -4.2899 0.04 -0.71 0.05
H 6.4177 -1.9295 -3.4599 -0.46 0.05 0.31
H 6.6584 -0.4833 -4.4878 0.26 0.05 0.42
H 6.1407 -1.9340 -5.2021 -0.25 -0.40 -0.12
H 3.6084 1.2921 -4.8209 0.69 0.14 -0.17
H 2.1759 1.6120 -5.3761 -0.50 0.06 -0.18
C 5.5877 -3.0782 -0.8202 -0.51 -0.03 -0.15
C 5.1712 -3.1299 0.7020 1.18 -0.85 -2.19
C 5.8354 -4.4355 1.2749 0.28 1.57 1.12
C 6.2732 -4.2558 2.7602 -0.99 -1.16 -0.10
C 6.9909 -2.9960 3.0381 1.26 0.94 -1.26
C 6.1879 -1.6840 2.6486 0.43 -3.57 -0.10
N 5.7479 -1.9149 1.2101 2.25 0.94 2.20
O 5.2284 -0.7245 0.6373 -0.63 -0.43 0.42
C 5.0365 -1.6030 3.6305 -2.11 0.88 -0.11
C 7.1966 -0.5779 2.6811 -0.49 1.81 -0.06
C 3.7188 -3.2135 0.8846 -2.75 -0.28 -0.31
H 5.2134 -2.2033 -1.3516 -0.13 0.29 0.36
H 5.2296 -3.8921 -1.4507 -0.11 -0.48 0.39
H 6.6743 -3.0545 -0.9026 0.05 -0.04 0.18
H 5.1467 -5.2770 1.2003 -0.09 0.16 -0.13
H 6.7108 -4.6663 0.6678 0.12 0.00 0.12
H 6.8917 -5.1228 2.9925 0.10 0.00 0.26
H 5.4468 -4.2670 3.4708 -0.49 -0.50 -0.30
H 7.9080 -3.0778 2.4546 0.21 0.61 -0.56
H 7.4280 -2.9365 4.0349 -0.70 0.13 0.42
H 5.1800 -1.1889 4.6286 0.62 0.30 -0.18
H 4.2194 -1.0594 3.1563 0.16 1.05 -0.02
H 4.4006 -2.4675 3.8212 0.93 -0.96 -0.15
H 6.7136 0.3767 2.8897 -0.28 0.24 -0.27
H 7.9533 -0.5955 3.4654 0.06 -0.75 -0.09
H 7.6417 -0.4847 1.6905 0.37 -0.12 0.20
H 3.2373 -4.0423 0.3656 0.51 -0.68 -0.01
H 3.1203 -2.4329 0.4148 0.41 0.74 0.37
H 3.4106 -3.3221 1.9244 0.09 0.20 0.12
H 5.9818 -0.3641 0.1638 0.01 0.07 -0.21
C 3.1690 3.0450 2.4066 0.59 0.34 -1.51
C 3.1111 4.1588 3.3923 0.69 1.27 1.58
C 4.5411 4.8157 3.4231 -1.01 -0.95 -0.97
C 4.5519 6.0941 4.2117 0.59 0.19 0.71
C 3.5793 7.0798 3.6184 1.12 0.08 -1.52
C 2.1814 6.6047 3.5429 -3.42 -1.75 -0.02
N 2.0836 5.1837 2.9871 2.67 0.08 -0.15
O 0.7955 4.5824 3.0330 0.27 0.58 0.59
C 1.5984 6.6593 4.9752 0.09 -0.03 -0.49
C 1.2904 7.4543 2.5847 0.44 0.96 1.07
C 2.9208 3.4967 4.7589 -1.37 0.11 -0.25
H 2.3476 2.3422 2.2672 -0.25 0.18 0.61
H 4.0812 2.4805 2.5999 -0.05 -0.28 -0.09
H 3.2935 3.5668 1.4578 0.19 -0.32 -0.33
H 5.2475 4.0378 3.7131 -0.09 0.05 0.94
H 4.8875 4.8923 2.3924 -0.24 1.00 -0.38
H 5.5548 6.5211 4.2119 0.07 0.12 -0.05
H 4.3151 5.9422 5.2648 0.04 -0.38 0.10
H 3.9492 7.1967 2.5997 -0.08 0.41 -0.32
H 3.5856 8.0663 4.0820 0.09 -0.06 0.16
H 1.5720 7.6910 5.3258 0.07 0.05 0.04
H 0.5762 6.2813 4.9884 0.09 -0.22 0.14
H 2.2696 6.0817 5.6109 -0.45 0.09 0.28
H 1.9013 8.0062 1.8703 -0.04 -0.47 -0.46
H 0.4193 6.9682 2.1455 0.46 -0.43 -0.10
H 0.8566 8.2571 3.1808 -0.11 0.18 0.20
H 2.5896 4.1520 5.5645 0.44 0.02 0.02
H 3.8209 2.9324 5.0028 -0.26 -0.09 0.20
H 2.0638 2.8557 4.5518 0.04 -0.55 0.67
H 0.8347 4.1116 2.1972 -0.42 0.06 -0.08
C 3.7041 4.5269 -3.2227 0.78 -1.05 0.35
C 5.1909 4.6034 -3.7761 -1.78 -0.28 -1.02
C 5.8527 5.7046 -2.9655 1.18 0.83 -1.98
C 6.1850 5.3803 -1.5962 0.69 -2.26 0.93
C 7.1724 4.1222 -1.7198 -0.33 0.67 0.10
C 6.7683 2.8826 -2.6711 0.04 1.17 0.81
N 5.9972 3.3516 -3.8290 0.71 1.64 -0.74
O 5.5510 2.3882 -4.8309 -0.29 0.53 2.20
C 8.0908 2.1665 -3.0860 -1.79 -0.32 0.21
C 5.8664 2.0124 -1.8362 -0.67 -0.78 -0.33
C 5.1500 5.1295 -5.2129 -1.24 0.27 0.29
H 2.9991 3.8638 -3.7242 0.25 0.04 -0.62
H 3.2538 5.5156 -3.1334 0.14 0.04 -0.13
H 3.7477 4.0830 -2.2282 -0.04 0.24 0.25
H 6.8028 5.8393 -3.4826 0.34 0.36 -0.15
H 5.3495 6.6646 -3.0810 -0.51 -0.21 -0.11
H 5.2713 5.1271 -1.0586 -0.03 -0.48 0.23
H 6.5768 6.2099 -1.0076 0.58 -0.08 -0.24
H 7.3372 3.8413 -0.6796 -0.09 -0.97 -0.08
H 8.1776 4.3785 -2.0544 -0.12 0.84 -0.17
H 8.8040 2.7406 -3.6776 -0.09 0.33 0.42
H 8.4649 1.7704 -2.1420 0.63 0.01 -0.25
H 7.7811 1.3258 -3.7068 0.16 -0.25 0.03
H 5.3091 1.3831 -2.5302 0.03 -0.51 0.16
H 6.3807 1.4038 -1.0925 0.05 0.04 0.08
H 5.1109 2.6376 -1.3603 0.11 -0.01 0.28
H 6.1623 5.2388 -5.6021 -0.23 -0.14 -0.30
H 4.6223 6.0833 -5.2130 0.41 0.47 0.16
H 4.4386 4.5591 -5.8101 0.69 -0.58 -0.33
H 6.2079 2.3316 -5.5288 0.41 0.48 0.07
C 1.0258 -6.6626 -7.8891 0.06 -0.21 0.34
C -0.3778 -6.1263 -7.4660 0.78 0.69 -1.61
C -1.3804 -7.2208 -7.5624 -0.14 -2.91 1.12
C -1.4155 -8.2665 -6.3711 0.09 0.08 -2.13
C -1.5012 -7.4306 -5.1769 -1.12 0.28 3.06
C -0.5491 -6.2343 -4.9280 -0.06 -0.72 -1.16
N -0.4357 -5.4584 -6.1772 -1.72 -0.30 -0.41
O 0.4046 -4.3408 -6.0812 0.73 -0.29 -0.02
C -1.1628 -5.3131 -3.8934 1.46 0.43 0.62
C 0.8136 -6.7740 -4.4858 0.13 0.97 0.04
C -0.8057 -5.1532 -8.6420 1.19 0.30 1.51
H 1.4184 -7.4194 -7.2100 -0.12 0.04 0.19
H 1.7864 -5.8863 -7.9723 -0.17 0.20 0.15
H 0.9871 -7.1642 -8.8560 -0.24 0.14 -0.16
H -2.4020 -6.8406 -7.5681 0.04 0.22 -0.31
H -1.1529 -7.7945 -8.4609 -0.37 0.29 -0.31
H -0.7282 -9.1087 -6.2908 1.34 0.73 -0.35
H -2.2643 -8.9213 -6.5685 -0.86 0.57 0.38
H -1.4175 -8.0313 -4.2711 0.47 -0.30 0.23
H -2.5264 -7.1077 -4.9958 -0.27 0.57 -0.65
H -0.4242 -4.5291 -3.7264 -0.11 0.61 -0.43
H -2.1113 -4.8686 -4.1949 0.02 -0.29 0.20
H -1.1063 -5.7288 -2.8873 -0.90 -0.59 -0.02
H 0.7961 -7.0671 -3.4361 0.01 -0.38 -0.09
H 1.1778 -7.5530 -5.1555 -0.12 -0.15 0.32
H 1.4990 -5.9300 -4.5626 0.30 -0.04 0.06
H -1.6701 -4.5348 -8.4003 -0.27 -0.35 0.05
H -0.9375 -5.7116 -9.5688 0.05 0.16 0.08
H 0.0418 -4.4692 -8.6873 -0.05 0.20 -0.69
H -0.1624 -3.5890 -6.2682 -0.16 0.11 0.07
C -4.9967 -5.9502 2.4940 1.24 -0.65 0.39
C -3.7058 -6.7260 3.0550 -0.41 1.42 -1.67
C -3.4358 -7.8074 1.9250 0.34 0.43 1.16
C -2.6966 -7.2657 0.6673 0.04 -0.35 1.88
C -1.4153 -6.5308 1.1345 -0.89 -2.22 -1.32
C -1.7497 -5.3329 1.9539 1.10 0.41 -0.55
N -2.5257 -5.8440 3.1584 2.83 1.07 -0.47
O -2.6049 -4.7497 4.1161 -1.07 -0.39 -1.07
C -0.3065 -4.7129 2.2602 -2.05 0.55 1.81
C -2.4817 -4.2670 1.0736 -0.70 0.08 0.91
C -3.8298 -7.3088 4.4528 -1.33 0.20 0.53
H -4.9342 -5.9817 1.4062 -0.09 -0.04 0.00
H -4.9763 -4.8893 2.7434 -0.40 -0.18 0.55
H -5.8958 -6.5067 2.7588 -0.15 0.40 0.28
H -2.9302 -8.6086 2.4640 0.44 -0.26 -0.50
H -4.4116 -8.1885 1.6238 -0.07 -0.11 0.11
H -3.4287 -6.5855 0.2319 0.42 0.00 -0.66
H -2.4630 -8.1150 0.0253 -0.15 0.19 -0.25
H -0.7361 -6.3915 0.2933 -0.31 1.00 -0.33
H -0.7956 -7.2435 1.6786 -0.28 -0.09 0.73
H -0.6605 -3.8649 2.8464 0.88 0.59 0.04
H 0.3450 -5.2809 2.9242 -0.24 -0.48 -0.10
H 0.2826 -4.3801 1.4056 -0.55 -0.16 -0.22
H -3.5475 -4.4824 0.9987 0.14 -0.47 -0.59
H -2.5648 -3.2715 1.5097 0.68 0.01 0.49
H -2.0119 -4.1246 0.1004 -0.04 -0.30 -0.06
H -4.1386 -6.5436 5.1649 0.25 0.47 -0.10
H -2.9158 -7.7393 4.8618 0.04 -0.18 -0.46
H -4.6770 -7.9844 4.5708 0.16 -0.55 -0.43
H -2.1722 -5.0463 4.9201 0.17 -0.42 -0.09
C -5.0329 -1.5091 -3.0003 1.60 0.69 -1.06
C -5.8885 -2.7498 -3.1757 -2.04 -1.27 0.70
C -6.9013 -2.9025 -2.0046 0.07 -0.28 1.52
C -8.1966 -2.0804 -2.0338 2.14 -0.55 0.95
C -8.9219 -2.1556 -3.3130 -0.86 1.28 0.02
C -8.0216 -1.8730 -4.5110 -0.81 2.01 -0.26
N -6.7312 -2.6580 -4.3885 -1.64 -0.89 0.51
O -5.9367 -2.6178 -5.5232 0.16 0.28 -0.92
C -8.9035 -2.1123 -5.7775 2.35 -3.08 -0.19
C -7.8137 -0.3456 -4.5549 0.75 0.38 1.12
C -5.0844 -4.1464 -3.1090 -0.07 1.54 -0.87
H -4.4840 -1.3438 -3.9273 -0.05 -0.18 -0.48
H -4.1849 -1.5165 -2.3155 -0.35 -0.63 0.67
H -5.5069 -0.5351 -2.8789 -0.66 -0.40 0.36
H -7.1430 -3.9222 -1.7048 0.16 -0.42 -0.78
H -6.3045 -2.5696 -1.1554 -0.09 0.14 0.39
H -7.7547 -1.1041 -1.8349 -0.87 0.67 -0.28
H -8.9078 -2.2813 -1.2326 0.44 -0.28 0.35
H -9.5853 -1.3136 -3.1156 -0.32 0.54 -1.08
H -9.6954 -2.9162 -3.4195 0.79 -0.95 -0.08
H -9.9854 -2.0106 -5.6917 0.38 0.59 0.12
H -8.4242 -1.8626 -6.7240 -0.37 1.37 0.10
H -8.7001 -3.1733 -5.9222 -0.82 -0.88 0.12
H -8.7445 0.2196 -4.5085 -0.30 -0.32 -0.68
H -7.3595 -0.0059 -3.6240 0.52 0.05 -0.10
H -7.2011 -0.0370 -5.4020 -0.04 0.01 0.04
H -5.7340 -5.0143 -3.2229 -0.33 0.28 0.25
H -4.5455 -4.1892 -2.1626 -0.11 -0.03 0.08
H -4.3478 -4.2535 -3.9052 0.14 0.35 -0.07
H -6.1002 -3.4931 -5.8822 0.29 -0.04 -0.42
C -3.0458 6.8884 0.8299 -0.13 -0.59 0.35
C -3.5746 6.3153 2.1890 -0.99 1.14 0.74
C -3.3436 7.3514 3.4136 0.04 0.14 -2.03
C -4.1768 8.6394 3.2584 0.50 -0.79 0.74
C -5.6601 8.2662 3.2069 2.00 1.25 0.20
C -5.9996 7.1782 2.1710 -0.25 0.30 0.36
N -5.0486 5.9994 2.1794 0.94 1.78 1.80
O -5.3595 4.9069 1.3416 -0.22 0.70 -0.29
C -7.3729 6.7287 2.6126 0.52 -0.91 0.39
C -6.2538 7.8500 0.8555 -0.81 0.12 -2.27
C -2.7815 5.0714 2.4839 0.71 -1.65 -0.11
H -3.4804 7.8329 0.5026 0.50 0.25 0.55
H -3.2465 6.2381 -0.0215 -0.43 -0.54 0.27
H -1.9581 6.8429 0.8855 0.13 0.78 0.01
H -3.5665 6.9812 4.4143 -0.31 -0.73 -0.26
H -2.2663 7.5167 3.4265 0.13 0.32 -0.12
H -3.9495 9.3311 2.4472 0.46 -0.47 -0.35
H -4.0039 9.2168 4.1665 -0.04 0.23 0.07
H -6.0368 9.2556 2.9479 -1.08 -0.38 -0.50
H -5.9878 8.1516 4.2402 -0.23 -0.95 -0.10
H -7.6646 5.9501 1.9078 -0.68 0.01 0.32
H -7.2198 6.3543 3.6248 -0.48 -0.43 -0.03
H -8.0414 7.5874 2.6750 -0.15 -0.23 -0.30
H -6.8196 7.1781 0.2102 0.32 -0.60 -0.22
H -7.0160 8.6265 0.9196 0.25 0.40 0.59
H -5.4731 8.2464 0.2062 0.41 -0.06 0.53
H -1.7644 5.1837 2.8593 0.13 0.90 -0.06
H -2.6304 4.4734 1.5852 -0.21 -0.03 -0.25
H -3.1676 4.3587 3.2126 -0.76 0.29 0.17
H -5.3929 4.2101 2.0012 -0.18 -0.31 -0.16
C -1.3634 -0.9118 0.2644 -1.28 -0.70 0.86
C -0.2653 -0.7972 -0.7559 -0.36 -2.16 -1.17
C -0.9705 -0.4507 -2.1313 0.31 0.70 1.70
C -1.2679 1.0418 -2.1041 -0.99 -0.22 -1.24
C -0.0432 1.8520 -1.8564 0.40 0.41 1.25
C 0.5917 1.5776 -0.4136 0.36 0.62 -2.26
N 0.7677 0.1200 -0.4014 1.16 1.48 -0.92
O 1.5270 -0.2992 0.7080 -0.77 -0.29 0.71
C 2.0025 2.1618 -0.4811 1.41 -0.65 0.10
C -0.2680 2.2334 0.6584 0.30 -1.36 0.85
C 0.4426 -2.1915 -1.0103 -0.46 -0.26 0.23
H -2.1081 -1.6169 -0.1049 0.00 -0.26 -0.02
H -1.0862 -1.2822 1.2513 0.50 0.00 -0.03
H -1.9586 -0.0193 0.4577 0.36 0.41 -0.25
H -0.3431 -0.8243 -2.9405 0.03 0.53 -0.22
H -1.9246 -0.9771 -2.1565 0.20 -0.33 -0.04
H -1.7831 1.3632 -3.0093 0.50 -0.06 -0.72
H -2.1022 1.3033 -1.4532 0.26 -0.35 0.92
H -0.3208 2.9036 -1.9275 0.31 0.23 0.08
H 0.7102 1.6319 -2.6127 0.07 0.00 -0.01
H 2.7140 1.7795 0.2509 -0.52 -0.15 0.61
H 2.1579 3.2356 -0.3774 -0.68 0.12 -0.43
H 2.5171 1.7687 -1.3579 -0.31 0.41 -0.65
H 0.1524 3.1087 1.1537 -0.34 0.42 -1.11
H -0.2353 1.5670 1.5204 -0.54 -0.42 0.05
H -1.2783 2.3129 0.2571 -0.06 0.50 0.63
H 0.4769 -2.8315 -0.1287 0.53 0.44 0.37
H -0.0307 -2.8834 -1.7069 -0.91 0.47 -0.34
H 1.4181 -2.0817 -1.4840 0.25 0.37 0.48
H 2.4405 -0.1851 0.4357 0.26 -0.19 -0.16
C -0.5632 -0.2934 8.3556 -0.78 0.34 -0.75
C -1.7248 0.6975 7.8645 -1.36 0.19 0.00
C -1.3874 2.1621 8.0350 0.97 0.68 0.52
C -0.5649 2.8016 6.9476 -0.29 0.48 1.17
C -1.1806 2.5856 5.6034 2.03 -0.66 -0.65
C -1.3765 1.1031 5.3006 -0.85 -0.65 -0.76
N -2.1906 0.4971 6.4017 1.18 2.71 1.88
O -2.5061 -0.7976 6.1963 -0.45 -1.64 -0.45
C -2.2610 1.0381 4.0563 -0.72 -0.42 -0.67
C -0.0471 0.3365 4.9620 0.56 0.21 1.57
C -3.0515 0.5543 8.7418 0.33 -1.35 -0.96
H -0.6866 -1.3067 7.9735 -0.46 -0.14 -0.04
H -0.5213 -0.4208 9.4374 -0.21 0.37 0.03
H 0.4393 -0.0525 8.0019 -0.07 0.61 0.03
H -2.2550 2.7984 8.2098 -0.39 -0.39 -0.10
H -0.7655 2.2753 8.9230 -0.24 -0.19 0.48
H 0.4549 2.4565 7.1181 0.24 -0.21 -0.89
H -0.5328 3.8606 7.2036 0.11 0.23 -0.24
H -0.3910 2.8573 4.9029 -0.27 0.54 -0.54
H -2.0644 3.1892 5.3966 -0.07 -0.19 0.28
H -2.6423 0.0330 3.8760 0.43 -0.23 -0.09
H -3.1860 1.6136 4.0906 0.07 0.38 0.63
H -1.7607 1.3960 3.1564 0.34 -0.13 0.06
H 0.6660 0.4175 5.7824 -0.12 0.15 0.58
H -0.1521 -0.7448 4.8731 -0.43 0.00 -0.45
H 0.6125 0.6926 4.1707 -0.82 0.23 -0.68
H -3.9308 0.9981 8.2748 0.35 0.13 -0.65
H -3.0964 0.9925 9.7389 0.94 -0.21 0.14
H -3.2580 -0.5157 8.7628 -0.25 -0.07 0.49
H -1.6723 -1.2679 6.2687 0.25 -0.72 -0.10